No. 1
The following is a quantum chemistry calculation of a 12-piece molecular cluster, C33H74O34S7 overall, from the Open Molecules 2025 dataset.

Last column: Löwdin charge in e.
Atoms and positions in Å:
C (-0.39, 2.33, -6.32)  -0.08
C (-0.22, 1.46, -5.07)  -0.27
O (-1.08, 0.32, -4.85)  -0.30
S (-2.69, 0.60, -5.20)  0.75
C (-3.35, -0.75, -4.15)  -0.09
O (-3.03, 1.96, -4.65)  -0.31
O (-2.91, 0.17, -6.62)  -0.31
H (-0.43, 1.75, -7.24)  0.08
H (0.44, 3.02, -6.50)  0.08
H (-1.19, 3.08, -6.30)  0.08
H (0.83, 1.18, -4.95)  0.11
H (-0.32, 2.24, -4.32)  0.10
H (-2.63, -1.08, -3.40)  0.05
H (-3.72, -1.60, -4.73)  0.08
H (-4.26, -0.38, -3.67)  0.06
C (-1.75, -4.07, 5.76)  -0.07
C (-1.18, -3.46, 4.55)  -0.32
O (-0.68, -2.19, 4.90)  -0.28
S (0.46, -1.63, 3.84)  0.71
C (0.59, 0.14, 4.37)  -0.09
O (1.74, -2.37, 4.12)  -0.33
O (-0.03, -1.64, 2.47)  -0.30
H (-1.04, -4.05, 6.58)  0.09
H (-2.04, -5.08, 5.48)  0.09
H (-2.73, -3.72, 6.07)  0.08
H (-0.30, -3.96, 4.15)  0.11
H (-2.04, -3.28, 3.91)  0.11
H (1.07, 0.23, 5.34)  0.06
H (-0.37, 0.65, 4.34)  0.05
H (1.27, 0.68, 3.70)  0.04
C (6.55, -2.63, -4.19)  -0.06
C (6.22, -1.19, -4.65)  -0.23
O (4.93, -0.62, -4.21)  -0.28
S (4.84, 0.49, -3.03)  0.68
C (5.67, -0.42, -1.62)  -0.07
O (5.58, 1.70, -3.39)  -0.29
O (3.39, 0.68, -2.71)  -0.32
H (5.69, -3.28, -4.35)  0.08
H (6.80, -2.63, -3.13)  0.06
H (7.38, -3.09, -4.73)  0.08
H (7.07, -0.55, -4.40)  0.11
H (6.31, -1.24, -5.73)  0.12
H (6.74, -0.36, -1.81)  0.07
H (5.37, -1.46, -1.57)  0.07
H (5.20, 0.05, -0.75)  0.05
C (-7.16, -0.30, -1.52)  -0.08
C (-6.28, -0.79, -0.38)  -0.29
O (-5.55, -1.74, -1.10)  -0.28
S (-4.05, -2.12, -0.53)  0.73
C (-4.65, -3.20, 0.89)  -0.06
O (-3.42, -2.95, -1.61)  -0.34
O (-3.44, -0.88, 0.00)  -0.29
H (-6.66, -0.12, -2.47)  0.07
H (-7.67, 0.65, -1.34)  0.08
H (-7.85, -1.05, -1.89)  0.08
H (-5.82, 0.07, 0.10)  0.13
H (-6.94, -1.25, 0.35)  0.12
H (-3.81, -3.83, 1.19)  0.05
H (-5.42, -3.85, 0.48)  0.07
H (-5.06, -2.49, 1.60)  0.04
C (-3.67, 3.21, 2.48)  -0.02
C (-2.86, 1.95, 3.15)  -0.24
O (-3.63, 0.77, 2.96)  -0.28
S (-3.82, -0.23, 4.27)  0.70
C (-5.44, 0.53, 4.80)  -0.09
O (-4.24, -1.59, 3.79)  -0.33
O (-2.83, -0.11, 5.32)  -0.28
H (-3.29, 4.22, 2.63)  0.07
H (-4.69, 3.21, 2.88)  0.05
H (-3.66, 3.04, 1.41)  0.07
H (-1.96, 1.94, 2.53)  0.09
H (-2.70, 2.07, 4.22)  0.09
H (-6.17, 0.14, 4.10)  0.06
H (-5.30, 1.61, 4.79)  0.06
H (-5.60, 0.13, 5.80)  0.06
C (-3.22, -7.84, -1.23)  -0.06
C (-2.98, -6.28, -1.22)  -0.26
O (-2.62, -5.90, 0.13)  -0.27
S (-1.07, -5.37, 0.38)  0.69
C (-0.78, -3.94, -0.81)  -0.08
O (-0.97, -4.73, 1.71)  -0.31
O (-0.15, -6.38, -0.10)  -0.29
H (-2.27, -8.34, -1.06)  0.07
H (-3.25, -8.06, -2.29)  0.07
H (-3.98, -8.26, -0.57)  0.08
H (-2.47, -6.02, -2.15)  0.12
H (-3.99, -5.89, -1.35)  0.11
H (0.30, -4.04, -0.89)  0.07
H (-1.14, -3.06, -0.28)  0.04
H (-1.38, -4.20, -1.68)  0.03
C (2.94, 2.84, 6.90)  -0.06
C (2.84, 4.25, 6.30)  -0.33
O (1.61, 4.49, 5.77)  -0.24
S (1.14, 3.92, 4.31)  0.72
C (1.34, 5.47, 3.37)  -0.08
O (2.08, 2.90, 3.88)  -0.29
O (-0.33, 3.59, 4.39)  -0.29
H (3.92, 2.36, 7.01)  0.08
H (2.35, 2.09, 6.38)  0.06
H (2.49, 2.90, 7.89)  0.08
H (3.15, 4.92, 7.10)  0.13
H (3.68, 4.33, 5.62)  0.10
H (2.42, 5.54, 3.24)  0.06
H (1.15, 6.36, 3.97)  0.08
H (0.80, 5.26, 2.44)  0.07
O (2.66, 0.62, 0.85)  0.11
C (3.58, 1.31, 1.38)  -0.50
O (3.91, 2.52, 0.90)  0.06
C (4.57, 3.20, 1.85)  -0.20
C (5.07, 2.22, 2.87)  -0.06
O (4.31, 1.04, 2.46)  0.08
H (5.44, 3.66, 1.39)  0.14
H (3.81, 3.85, 2.28)  0.12
H (4.88, 2.58, 3.88)  0.13
H (6.11, 1.97, 2.67)  0.13
O (0.33, -4.60, -6.59)  0.08
C (0.76, -3.67, -5.84)  -0.52
O (1.35, -2.66, -6.23)  0.17
C (1.55, -1.85, -5.11)  -0.14
C (0.87, -2.38, -3.98)  -0.18
O (0.53, -3.67, -4.42)  0.06
H (2.63, -1.91, -5.02)  0.13
H (1.41, -0.79, -5.33)  0.13
H (0.00, -1.74, -3.82)  0.11
H (1.38, -2.30, -3.02)  0.14
O (2.39, 6.49, -0.27)  0.13
C (3.06, 5.66, -0.86)  -0.50
O (2.50, 4.79, -1.80)  0.03
C (3.41, 3.78, -2.15)  -0.13
C (4.76, 4.37, -1.60)  -0.11
O (4.34, 5.33, -0.67)  0.04
H (3.08, 2.97, -1.50)  0.10
H (3.50, 3.58, -3.22)  0.13
H (5.35, 4.94, -2.32)  0.14
H (5.29, 3.62, -1.02)  0.11
O (-0.32, 3.43, 0.51)  0.08
C (-0.24, 2.33, -0.12)  -0.52
O (0.26, 2.13, -1.25)  0.14
C (0.23, 0.78, -1.58)  -0.14
C (-0.16, 0.04, -0.37)  -0.14
O (-0.78, 1.13, 0.38)  0.05
H (-0.58, 0.43, -2.22)  0.12
H (1.08, 0.18, -1.92)  0.12
H (0.65, -0.34, 0.25)  0.10
H (-0.84, -0.78, -0.59)  0.11
O (-2.31, 4.01, -1.97)  -0.04
H (-1.50, 4.14, -1.46)  0.01
H (-2.01, 3.64, -2.80)  0.01

Summary:
calculated total energy	-180871.9125	eV
gap between HOMO and LUMO	9.77	eV
structure (SMILES)	CCOS(C)(=O)=O.CCOS(C)(=O)=O.CCOS(C)(=O)=O.CCOS(C)(=O)=O.CCOS(C)(=O)=O.CCOS(C)(=O)=O.CCOS(C)(=O)=O.O=C1OCCO1.O=C1OCCO1.O=C1OCCO1.O=C1OCCO1.O

***

No. 2
The following is a quantum chemistry calculation of one molecule with the formula C6H10N2O, from the Open Molecules 2025 dataset.

Last column: Löwdin charge in e.
Atoms and positions in Å:
O (2.83, -0.59, 0.19)  0.05
C (1.61, -0.47, 0.17)  -0.46
N (0.74, -1.06, 1.06)  0.09
N (-0.64, -0.65, 0.99)  -0.15
C (-0.74, 0.80, 1.28)  -0.14
C (0.10, 1.52, 0.16)  -0.11
C (0.84, 0.48, -0.77)  -0.18
C (-0.25, -0.43, -1.45)  -0.12
C (-1.16, -1.02, -0.33)  -0.17
H (1.01, -1.95, 1.44)  0.15
H (-1.79, 1.14, 1.24)  0.12
H (-0.37, 1.01, 2.29)  0.11
H (0.84, 2.16, 0.62)  0.10
H (-0.55, 2.18, -0.44)  0.10
H (1.50, 0.89, -1.51)  0.13
H (-0.86, 0.12, -2.17)  0.10
H (0.26, -1.30, -1.96)  0.12
H (-2.21, -0.71, -0.36)  0.11
H (-1.17, -2.12, -0.45)  0.11

Summary:
calculated total energy	-11411.1418	eV
ΔE to the lowest compared entry with this formula, charge and spin	21.8	kcal/mol
gap between HOMO and LUMO	9.84	eV
structure (SMILES)	O=C1NN2CCC1CC2